12
Properties=species:S:1:pos:R:3:forces:R:3 method="wB97M-V/def2-TZVPD" homo_lumo_gap_ev="6.701 / 9.996" e_homo_ev="-6.024 / -9.978" s_squared=2.0064 lumo_energy_ev="0.6766 / 0.0182" multiplicity=3 de_lowest_ev=2.061
C -2.221604 2.428144 -0.433343 1.84 -1.89 -0.53
C 0.784680 0.458375 -1.187732 -2.23 1.56 -0.90
C 1.536292 -1.333691 0.559117 -1.30 -1.29 0.39
C 0.010513 -0.976851 0.725801 0.10 -0.66 -0.98
N 0.817670 -0.578866 -0.440014 0.28 -1.55 0.51
O -1.751271 1.330437 -0.417439 -1.45 2.05 0.24
O 1.199939 1.155725 -2.064429 1.40 -0.61 0.33
H -3.166332 2.774550 -0.015170 -0.74 -0.03 0.39
H 2.272554 -0.864497 1.217824 -0.15 -0.19 -0.50
H 1.631136 -2.432719 0.246984 0.39 1.76 0.77
H -0.692612 -1.896666 0.618983 1.16 1.95 -0.11
H -0.420963 -0.063941 1.189419 0.71 -1.09 0.38

=====

42
Properties=species:S:1:pos:R:3:forces:R:3 method="wB97M-V/def2-TZVPD" homo_lumo_gap_ev=7.727 e_homo_ev=-9.267 lumo_energy_ev=-1.5394 de_lowest_ev=0.390
Ag 6.193840 17.366790 2.696090 -0.80 0.58 -1.08
F 5.046450 18.697520 0.906250 0.35 -0.35 0.55
C 4.793790 14.777940 2.867030 -1.33 -1.51 0.90
C 3.455580 15.544380 3.012400 0.28 -0.87 -1.36
O 3.648120 16.924130 2.961310 0.67 0.48 0.24
O 5.597810 15.085810 1.734430 -0.18 0.80 0.72
H 4.506400 13.731860 2.761130 -0.27 -0.17 0.14
H 5.323610 14.743730 3.818990 0.73 0.68 -0.08
H 2.826330 15.298000 3.867640 0.61 -0.46 0.45
H 2.889270 15.174660 2.157580 -0.32 0.41 -0.33
H 2.983580 17.304640 2.382340 0.00 0.37 -0.31
H 5.598090 14.325720 1.148030 0.11 0.19 -0.15
C 7.642590 20.860590 -0.653690 0.42 -0.39 0.85
C 8.428680 19.659610 -1.155230 -0.54 -0.87 0.34
O 7.990060 18.520370 -0.344920 0.72 0.53 -0.50
O 6.260080 20.628430 -0.747650 -0.05 0.78 -0.82
H 7.873100 21.823080 -1.110410 -0.01 -0.20 -0.41
H 7.962160 20.941850 0.385240 -0.17 0.26 0.40
H 9.508810 19.678630 -1.010090 -0.05 0.47 0.19
H 8.265440 19.503420 -2.221550 -0.28 -0.30 -0.05
H 7.089900 18.300100 -0.595480 -0.05 -0.07 -0.38
H 5.939590 19.969570 -0.127340 0.07 -0.21 0.58
C 4.010430 17.318120 -2.050280 1.52 -1.25 1.45
C 3.124860 16.765070 -0.871370 -0.09 0.87 -0.45
O 2.627320 17.774870 -0.002820 -1.01 0.04 -0.29
O 5.332750 17.644520 -1.544030 -0.49 -0.36 -0.79
H 3.657500 18.139830 -2.673450 -0.67 0.12 0.54
H 4.234760 16.495350 -2.729120 -0.34 -0.19 -0.11
H 3.622910 16.089110 -0.176300 0.93 -0.40 -0.73
H 2.280340 16.198810 -1.264090 -0.22 0.28 -0.13
H 3.383960 18.203180 0.404170 0.75 0.34 0.07
H 5.234640 18.083560 -0.695960 -0.41 0.34 0.58
C 1.774230 21.445930 3.095800 -0.60 -1.31 0.24
C 2.520980 20.423350 2.287710 0.18 0.59 -1.33
O 3.843980 20.288830 2.697110 0.50 0.21 1.36
O 1.662030 20.961780 4.441900 0.06 0.85 -0.16
H 0.755900 21.489310 2.709520 -0.06 0.08 0.01
H 2.204230 22.441930 2.989960 0.26 0.01 0.31
H 2.586020 20.787800 1.262510 -0.57 0.04 -0.45
H 2.049050 19.441160 2.261550 -0.59 0.03 0.24
H 4.232690 19.685130 2.059880 0.80 -0.26 -0.43
H 2.537420 21.072980 4.819940 0.12 -0.18 0.18

=====

14
Properties=species:S:1:pos:R:3:forces:R:3 method="wB97M-V/def2-TZVPD" homo_lumo_gap_ev=9.068 e_homo_ev=-8.128 lumo_energy_ev=0.9400 de_lowest_ev=3.403
C -1.414925 -0.497427 -1.326505 0.53 1.30 -1.49
C -1.658153 -0.335788 -0.046350 -2.57 1.86 0.31
C 0.932749 -0.792445 -0.491417 1.21 1.21 -0.66
C 1.212562 1.388319 0.647479 -1.95 -0.98 -1.07
N 1.163157 -0.134799 0.602508 0.31 0.69 1.64
Cl 1.007458 -2.457056 -0.131178 -0.07 -1.55 0.17
H -1.070335 -1.435657 -1.814160 -0.50 0.77 0.73
H -1.335626 0.401193 -1.943761 -0.35 -0.37 -0.28
H -2.153372 0.526118 0.552150 1.40 -1.16 -1.58
H -1.624232 -1.224175 0.445239 0.05 -2.34 2.17
H 0.466334 1.758240 1.388952 0.45 -0.32 -0.63
H 2.174459 1.621127 0.988197 1.41 0.65 0.41
H 1.016734 1.888249 -0.384796 0.31 -1.40 1.80
H 1.283189 -0.705901 1.513641 -0.21 1.63 -1.51